(1)
The ion C12H20N with charge +1, computed with the ωB97M-V functional and the def2-TZVPD basis.

The geometry in XYZ format:
```
33
Properties=species:S:1:pos:R:3:lowdin_charge:R:1
C 0.98185 2.01118 0.39161 -0.319
C 1.07703 3.29977 0.26976 0.107
C -0.39062 -1.75280 0.67116 -0.120
C -1.65691 -1.44001 -0.09754 -0.108
C 1.42921 0.80021 0.99628 0.063
C 0.90443 -1.48510 -0.15288 -0.279
C 1.30521 -0.03403 -0.26594 -0.392
C -2.01139 0.07818 -0.00292 -0.221
C 2.15528 -2.26788 0.48262 -0.032
C 2.21125 0.38029 -1.39201 0.003
C -2.27311 0.73889 -1.28173 -0.035
C -2.51792 0.61642 1.18854 -0.027
N 0.22535 0.91079 0.00371 0.121
H 0.37146 3.92879 -0.25749 0.076
H 1.76608 3.77350 0.92601 0.071
H -0.39025 -1.13441 1.59004 0.126
H -0.49865 -2.83297 0.72265 0.130
H -1.65704 -1.72421 -1.08387 0.095
H -2.49308 -1.90203 0.36052 0.129
H 1.26871 0.41201 2.01527 0.153
H 0.91695 -1.95593 -1.11437 0.130
H 2.03934 -3.38819 0.27240 0.103
H 2.33174 -2.07560 1.57106 0.087
H 3.03787 -1.82017 -0.14709 0.110
H 2.06055 1.34446 -1.76263 0.069
H 2.08211 -0.26764 -2.17966 0.061
H 3.31123 0.47280 -1.26392 0.120
H -1.83419 1.81992 -1.34635 0.137
H -3.42535 0.94530 -1.36515 0.155
H -1.89001 0.16145 -2.13160 0.094
H -2.56171 -0.17120 1.92601 0.107
H -3.64066 0.91231 1.18852 0.170
H -2.23476 1.64589 1.26899 0.115
```

* E: -523.5457 Ha
* energy above the lowest of the compared OMol25 structures with the same formula, charge and spin: 5.407 eV
* HOMO energy: -12.8 eV
* gap between HOMO and LUMO: 7.922 eV
* net charge: +1
* 2S+1: 1

---

(2)
A cluster of 2 separate species, C12H20N3O3 in total, computed with the ωB97M-V functional and the def2-TZVPD basis.

The geometry in XYZ format:
```
38
Properties=species:S:1:pos:R:3:lowdin_charge:R:1
C -2.37686 -0.97633 -0.71241 -0.094
C -1.15213 0.12848 -0.96096 -0.238
O -1.67986 1.43275 -1.39759 -0.210
C -0.75228 2.53668 -1.10476 -0.161
C -1.49003 3.62967 -0.07579 -0.086
N -0.92037 3.33999 1.29856 -0.104
C -1.93459 2.91585 2.33810 0.082
N -1.18022 2.63993 3.62543 0.105
C 0.29077 2.89184 3.36001 -0.150
N 1.45109 2.71227 4.34450 0.106
C 2.11928 1.58918 3.84154 -0.005
O 3.01469 0.67894 3.36827 0.059
C 0.50720 3.38235 1.81067 0.117
H -2.09051 -1.71667 0.16976 0.085
H -3.37543 -0.42167 -0.40842 0.081
H -2.58148 -1.65048 -1.64970 0.082
H -0.54733 0.15473 0.04344 0.115
H -0.44081 -0.36855 -1.77587 0.127
H 0.22855 2.07460 -0.63853 0.123
H -0.43316 3.05982 -2.10228 0.142
H -2.64629 3.34120 -0.07108 0.152
H -1.35853 4.73816 -0.43927 0.150
H -3.10339 2.81230 2.19159 0.181
H -1.57987 2.33429 4.54145 0.170
H 1.45525 3.69028 1.19727 0.160
C 1.53994 -4.46403 -1.93248 -0.175
C 2.25133 -3.73274 -0.82348 -0.179
C 2.16723 -2.29485 -1.28720 -0.204
O 0.95639 -2.17252 -2.04617 -0.175
C 0.44563 -3.48766 -2.30456 -0.202
H 1.15506 -5.44335 -1.63704 0.121
H 2.22031 -4.60404 -2.78091 0.122
H 1.69885 -3.85537 0.11556 0.117
H 3.27848 -4.06973 -0.66245 0.119
H 3.00286 -2.04075 -1.94790 0.121
H 2.15287 -1.58595 -0.45431 0.111
H -0.44226 -3.62991 -1.67890 0.112
H 0.14962 -3.56870 -3.35409 0.123
```

* E: -858.6446 Ha
* HOMO energy: -11.6 eV
* gap between HOMO and LUMO: 7.187 eV
* net charge: +1
* 2S+1: 1

---

(3)
A structure of composition C12H20N6O2PtS3, computed with the ωB97M-V functional and the def2-TZVPD basis.

The geometry in XYZ format:
```
44
Properties=species:S:1:pos:R:3:lowdin_charge:R:1
Pt -0.08267 -0.02718 0.22232 1.096
C 4.63050 0.41844 -0.54566 0.039
O 3.68465 1.52065 -0.44482 0.045
C 2.43312 1.22210 -0.29938 -0.585
O 1.97995 0.06468 -0.26266 -0.112
N 1.63120 2.29893 -0.17789 0.064
N 0.24627 2.08464 -0.05271 -0.089
H 5.60089 0.89392 -0.61561 0.110
H 4.41725 -0.15901 -1.44108 0.108
H 4.56216 -0.19754 0.34682 0.104
H 1.99961 3.23805 -0.21911 0.188
H -0.23076 2.44062 -0.87920 0.130
H -0.07422 2.57111 0.78379 0.076
C -3.06066 2.12296 0.25762 -0.042
C -3.11959 0.64416 0.08808 -0.586
N -2.10754 -0.20780 0.09683 -0.115
C -2.55316 -1.52311 -0.02694 -0.315
C -3.88984 -1.65121 -0.16570 -0.285
S -4.62425 -0.11816 -0.12478 1.185
C -1.51112 -2.52754 0.03041 -0.317
C -1.56132 -3.87557 -0.04494 -0.282
S 0.00597 -4.51572 0.13701 1.193
C 0.67654 -2.96522 0.30124 -0.579
N -0.23594 -2.01442 0.20190 -0.121
C 2.13160 -2.77757 0.54173 -0.057
H -2.03932 2.45912 0.34864 0.040
H -3.59431 2.42558 1.15862 0.105
H -3.52544 2.62802 -0.58888 0.104
H -4.47017 -2.55317 -0.26823 0.102
H -2.42298 -4.51081 -0.16552 0.100
H 2.59804 -3.72930 0.78538 0.090
H 2.28693 -2.07722 1.36226 0.082
H 2.60734 -2.37023 -0.34892 0.088
C 0.22124 0.04933 6.52799 -0.045
N 0.76355 0.47591 5.24530 -0.039
C 0.22080 0.20881 4.06628 -0.852
N -0.89479 -0.52936 4.03555 0.130
S 0.94524 0.80178 2.63493 0.633
H 0.86613 0.42559 7.31540 0.100
H 0.19808 -1.03934 6.60102 0.097
H -0.77992 0.45477 6.68278 0.098
H 1.59819 1.03886 5.22707 0.128
H -1.31616 -0.90781 4.86737 0.107
H -1.29969 -0.74433 3.14300 0.078
```

* E: -2261.7121 Ha
* energy above the lowest of the compared OMol25 structures with the same formula, charge and spin: 0.285 eV
* HOMO energy: -13.5 eV
* gap between HOMO and LUMO: 7.848 eV
* net charge: +2
* 2S+1: 1

---

(4)
The ion C12H20NO2 with charge +1, computed with the ωB97M-V functional and the def2-TZVPD basis.

The geometry in XYZ format:
```
35
Properties=species:S:1:pos:R:3:lowdin_charge:R:1
C 0.47182 2.33445 -0.64930 -0.034
C 1.84261 1.76726 -0.85885 -0.202
C 2.91336 2.56503 -1.22604 -0.030
C 4.17486 2.02737 -1.42191 -0.072
C 4.37660 0.67195 -1.25140 -0.071
C 3.32209 -0.14987 -0.88291 -0.020
C 2.06636 0.39753 -0.68887 -0.206
O 0.94878 -0.34035 -0.30805 -0.081
C 1.05768 -1.73818 -0.19356 -0.171
C -0.35944 -2.22351 0.11770 -0.079
N -0.88222 -1.40108 1.23115 0.044
H -0.70575 -0.40476 0.95380 0.154
H -0.34235 -1.59385 2.07904 0.196
C -2.33837 -1.48789 1.48582 -0.072
H -2.52763 -1.21803 2.52627 0.147
H -2.69833 -2.50075 1.30727 0.147
C -3.05472 -0.46651 0.58395 -0.410
C -4.48181 -0.23258 1.05957 -0.022
H -4.48106 0.19717 2.05832 0.095
H -5.03145 -1.16873 1.07845 0.094
H -4.99754 0.45026 0.38913 0.093
H -3.07061 -0.82917 -0.45583 0.150
O -2.25058 0.69697 0.66401 -0.037
H -2.72080 1.45043 0.29237 0.122
H -0.99552 -2.06025 -0.75315 0.144
H -0.36790 -3.28070 0.38451 0.147
H 1.74903 -2.01266 0.61680 0.142
H 1.41169 -2.19528 -1.12487 0.147
H 3.49930 -1.20626 -0.75486 0.106
H 5.35345 0.24086 -1.40322 0.110
H 4.99473 2.66621 -1.70884 0.109
H 2.75399 3.62381 -1.36261 0.117
H 0.17768 2.25050 0.39672 0.081
H -0.25578 1.78859 -1.24749 0.079
H 0.44783 3.38202 -0.93312 0.084
```

* E: -674.2556 Ha
* SMILES: Cc1ccccc1OCC[NH2+]C[C@@H](C)O
* energy above the lowest of the compared OMol25 structures with the same formula, charge and spin: 0.000 eV
* HOMO energy: -11.4 eV
* gap between HOMO and LUMO: 8.643 eV
* net charge: +1
* 2S+1: 1

---

(5)
The molecule C12H20O3Si, computed with the ωB97M-V functional and the def2-TZVPD basis.

The geometry in XYZ format:
```
36
Properties=species:S:1:pos:R:3:lowdin_charge:R:1
O -0.41483 -2.05022 0.23528 -0.221
O -2.53681 -1.45992 1.80832 -0.214
O -2.25858 -0.30634 -0.64646 -0.182
C 4.00960 1.83207 0.48029 -0.110
C 3.84645 1.78660 -0.90046 -0.090
C 2.94492 1.71036 1.32098 -0.093
C 2.58922 1.79501 -1.45661 -0.033
C 1.68996 1.70265 0.76659 -0.065
C 1.48467 1.75275 -0.58936 -0.246
C 0.32897 -1.66187 1.33343 -0.151
C -2.35790 -0.24025 2.46500 -0.154
C -1.66193 0.04545 -1.89970 -0.233
C 0.11856 1.67048 -1.14702 -0.162
C -0.16845 0.33009 -1.81413 -0.164
C -2.91478 -3.27776 -0.49957 -0.109
Si -2.06301 -1.76878 0.21524 0.376
H 5.03034 1.96796 0.87148 0.109
H 4.70648 1.93818 -1.55279 0.105
H 3.07730 1.71218 2.41706 0.117
H 2.47992 1.77133 -2.52788 0.112
H 0.84153 1.55163 1.39438 0.095
H 1.39241 -1.71685 1.09243 0.097
H 0.09433 -2.26962 2.17930 0.083
H 0.09115 -0.61248 1.52074 0.054
H -1.83565 -0.41645 3.40853 0.091
H -1.74457 0.43667 1.79554 0.079
H -3.32800 0.22406 2.58917 0.084
H -2.24265 0.89273 -2.26867 0.122
H -1.82552 -0.78029 -2.60291 0.114
H -0.60851 1.86288 -0.31962 0.124
H -0.06727 2.51306 -1.82609 0.126
H 0.25310 0.27665 -2.80088 0.110
H 0.30906 -0.49694 -1.26135 0.113
H -3.97124 -3.13212 -0.24273 0.037
H -2.49544 -4.13313 0.04058 0.039
H -2.79280 -3.44979 -1.57811 0.042
```

* E: -984.5720 Ha
* SMILES: CO[Si](C)(OC)OCCCc1ccccc1
* HOMO energy: -9.0 eV
* gap between HOMO and LUMO: 9.917 eV
* net charge: 0
* 2S+1: 1

---

(6)
A structure of composition C12H21AsF6N6O3PtS2, computed with the ωB97M-V functional and the def2-TZVPD basis.

The geometry in XYZ format:
```
52
Properties=species:S:1:pos:R:3:lowdin_charge:R:1
Pt 0.65119 0.32595 0.16927 1.391
N 1.09347 0.34036 2.18603 -0.068
C 2.36208 -0.27681 2.66564 -0.154
C 3.62360 0.38909 2.17970 0.044
C 3.72992 -0.06720 0.60162 -0.515
O 4.66985 -0.80078 0.46987 0.377
O 2.83417 0.41807 -0.08781 -0.037
H 1.01516 1.31375 2.49311 0.137
H 0.31711 -0.18650 2.59912 0.090
H 2.33674 -1.33183 2.38999 0.112
H 2.36148 -0.23764 3.76372 0.168
H 4.50557 0.04904 2.71594 0.148
H 3.59679 1.47757 2.11201 0.151
S 1.37600 4.56335 -1.05797 1.220
C -0.04231 4.49905 -0.11219 -0.298
C -0.25537 3.24221 0.34534 -0.224
N 0.71526 2.33972 -0.06721 -0.223
C 1.63907 2.92587 -0.81983 -0.443
H -0.63644 5.37681 0.07944 0.105
H -1.06102 2.91929 0.97962 0.070
H 2.49731 2.41953 -1.21871 0.084
C 1.28890 -3.95778 2.04119 -0.023
N 1.19968 -3.87195 0.59624 0.066
C 0.96496 -2.75276 -0.09157 -0.493
N 0.86296 -2.79150 -1.40818 0.247
O 0.84477 -1.66378 0.60439 -0.211
H 1.10015 -4.98621 2.33834 0.113
H 0.55233 -3.30202 2.49840 0.091
H 2.28704 -3.67891 2.38834 0.095
H 1.34562 -4.72667 0.07098 0.173
H 0.98160 -3.65505 -1.91839 0.153
H 0.72078 -1.95460 -1.95593 0.081
F 0.09460 0.10483 -1.73815 -0.487
As 0.41453 0.72686 -3.93477 0.881
F -1.21936 0.19942 -4.00934 -0.198
F 1.99655 1.07760 -3.38774 -0.196
F 0.58857 1.21667 -5.50940 -0.109
F -0.14612 2.20303 -3.24855 -0.209
F 0.87828 -0.91299 -4.03288 -0.185
C -4.55688 0.05565 1.62063 0.013
N -4.14940 0.18705 0.22513 -0.100
C -4.99853 0.18796 -0.86522 0.025
C -4.24218 0.33764 -1.95569 0.018
N -2.94306 0.44088 -1.50543 0.126
C -2.89868 0.34720 -0.18811 -0.601
S -1.58697 0.38996 0.95764 0.851
H -5.63554 -0.06425 1.64961 0.116
H -4.27806 0.95335 2.17216 0.106
H -4.08057 -0.82101 2.06011 0.104
H -6.06209 0.07284 -0.77397 0.155
H -4.51049 0.38344 -2.99360 0.153
H -2.14305 0.55620 -2.09300 0.108
```

* E: -4773.8815 Ha
* energy above the lowest of the compared OMol25 structures with the same formula, charge and spin: 1.903 eV
* HOMO energy (alpha / beta): -18.0 / -18.0 eV
* gap between HOMO and LUMO (alpha / beta): 6.163 / 5.125 eV
* net charge: +3
* 2S+1: 2